[1]
Density functional theory data (ωB97M-V/def2-TZVPD) for 2 unconnected molecules or ions with the total composition C6H12NO at a distorted geometry.

ORCA input file:
```
! wB97M-V def2-TZVPD RIJCOSX def2/J DEFGRID3
* xyz 0 2
C 1.5683 1.1416 2.5231
C 1.6444 0.6669 1.2774
C 2.7129 1.0701 0.3455
C 2.6155 0.6664 -0.9326
H 2.3964 1.7277 2.9030
H 0.7264 0.9222 3.1658
H 0.9200 0.0190 0.7667
H 3.4845 1.7683 0.6544
H 3.4480 0.8896 -1.5904
H 1.8121 0.0292 -1.2625
C -2.8032 -1.2993 -1.7066
N -2.4953 -0.2327 -0.7599
C -1.5011 -0.6955 0.2150
O -0.3012 -1.0652 -0.3047
H -1.9068 -1.7314 -2.1674
H -3.4987 -0.9474 -2.4674
H -3.2771 -2.0924 -1.1161
H -2.1473 0.5947 -1.2293
H -1.9990 -1.5364 0.7240
H -1.3986 0.1045 0.9618
*
```

Summary:
lowest unoccupied orbital energy (spin up / spin down)	1.07 / -2.00	eV
energy above the lowest of the compared OMol25 structures with the same formula, charge and spin	161.8	kJ/mol
<S²>	0.754



[2]
Density functional theory data (ωB97M-V/def2-TZVPD) for 13 unconnected molecules or ions with the total composition C5H36O13S at a distorted geometry.

ORCA input file:
```
! wB97M-V def2-TZVPD RIJCOSX def2/J DEFGRID3
* xyz 0 1
C 1.2388 -0.1694 -0.5375
O 0.7307 -1.2118 0.2591
C 0.9758 1.2208 0.0307
C -0.3859 1.7140 -0.4340
C -0.8208 3.0042 0.2424
S -2.4088 3.6001 -0.3393
C -3.6191 2.2567 -0.1033
H 0.7326 -0.2881 -1.4972
H 2.3239 -0.2722 -0.6885
H 0.9153 -1.0945 1.2003
H 0.8777 1.1088 1.1218
H 1.8607 1.8512 -0.0107
H -1.1862 0.9944 -0.6211
H -0.2774 1.8895 -1.5262
H -0.1285 3.8356 0.0909
H -0.6935 2.8165 1.3166
H -4.2001 2.2137 -1.0163
H -3.2006 1.2786 0.1199
H -4.1958 2.5911 0.7535
H 0.1791 -3.7130 1.4671
H -0.7054 -2.8550 0.5472
O -0.6901 -3.3106 1.4050
H 2.8970 2.6212 3.1219
H 2.4117 2.6456 1.7269
O 2.4742 3.2221 2.4987
H 3.3850 0.9705 -2.3792
H 3.4926 2.6474 -2.5053
O 3.8401 1.8013 -2.2211
H -2.0175 0.9212 3.5888
H -1.6580 -0.1995 2.6337
O -1.4457 0.7294 2.8349
H 0.3624 -1.3002 2.9691
H 1.4696 -0.5787 3.6741
O 1.3305 -1.2499 2.9806
H 0.0454 -0.3358 -4.2984
H -1.4054 -0.6537 -4.6557
O -0.5702 -1.0794 -4.4440
H -2.7977 -2.0304 2.2059
H -1.5168 -2.4229 2.7450
O -2.2893 -1.8746 3.0144
H -2.5035 -3.1922 -2.0463
H -2.8262 -3.7011 -0.8241
O -2.4127 -2.8725 -1.1279
H 1.1051 2.3765 4.3817
H 0.1660 1.4587 3.5767
O 1.0322 1.4984 3.9974
H 1.2977 -4.0765 -1.8184
H 2.2975 -4.4889 -0.7175
O 1.4387 -4.7034 -1.0822
H 1.1367 2.0120 -4.1175
H 1.2080 1.1004 -3.0014
O 0.9799 1.0717 -3.9327
H 0.5850 -2.6321 -3.5947
H 0.1746 -2.6760 -2.2381
O 0.9906 -2.4690 -2.7258
*
```

Summary:
lowest unoccupied orbital energy	0.00	eV
energy above the lowest of the compared OMol25 structures with the same formula, charge and spin	0.0	kJ/mol



[3]
Density functional theory data (ωB97M-V/def2-TZVPD) for 12 unconnected molecules or ions with the total composition C36H93N21O12 at a distorted geometry.

ORCA input file:
```
! wB97M-V def2-TZVPD RIJCOSX def2/J DEFGRID3
* xyz 0 1
C 1.3278 -1.3205 -3.9524
C 1.7455 -1.3367 -5.5102
C 2.5765 -2.5602 -5.9391
C 0.4297 -1.2315 -6.3767
C -0.1374 0.1976 -6.5266
C 1.0042 1.0942 -7.0345
C 2.2294 1.1627 -6.1214
C 3.4001 1.8666 -6.9720
C 1.9747 1.8824 -4.8372
N 2.6724 -0.2376 -5.9427
O 3.8210 -0.3462 -5.1267
H 2.2765 -1.0346 -3.4164
H 0.5513 -0.6273 -3.6593
H 1.1257 -2.3041 -3.5953
H 3.3691 -2.8588 -5.2127
H 1.9074 -3.3745 -6.1831
H 3.0669 -2.2276 -6.8528
H 0.7457 -1.6568 -7.3618
H -0.3612 -1.8254 -5.9256
H -0.9966 0.2730 -7.1972
H -0.5252 0.4823 -5.5213
H 0.6842 2.1487 -7.3160
H 1.3550 0.6659 -7.9431
H 3.5983 1.2785 -7.8538
H 4.3250 2.0473 -6.4499
H 3.0314 2.8528 -7.3418
H 1.0953 1.4773 -4.2906
H 1.7609 2.9018 -5.0851
H 2.7419 2.0080 -4.0939
H 3.5777 -0.0418 -4.2405
C -1.4592 2.8185 6.5700
C -2.7768 2.0055 6.3706
C -2.9182 1.2083 7.6818
C -3.9096 2.9000 5.9571
C -5.1328 2.1439 5.5079
C -4.7812 1.2343 4.2923
C -3.5281 0.3213 4.6026
C -3.9900 -0.9023 5.5500
C -3.0775 -0.2598 3.2393
N -2.4410 1.1922 5.1387
O -1.2833 0.4269 5.4905
H -1.6363 3.7282 7.1734
H -0.6626 2.2856 7.1580
H -0.9346 3.0430 5.6497
H -3.8112 0.6065 7.7724
H -2.1572 0.4252 7.7822
H -2.6089 1.8976 8.4347
H -4.1787 3.5796 6.7840
H -3.5857 3.4834 5.0587
H -5.6327 1.5226 6.2777
H -5.9205 2.8567 5.3269
H -4.5905 1.8749 3.4333
H -5.5706 0.5130 3.9530
H -4.5204 -0.6616 6.4246
H -3.0967 -1.4590 5.8954
H -4.6418 -1.6087 5.0871
H -2.2962 -1.0338 3.3066
H -2.5726 0.5217 2.7113
H -3.9388 -0.6867 2.7300
H -0.5748 0.9421 5.1144
C -5.2554 -0.6878 -3.5116
C -3.8586 -0.3727 -4.1304
C -3.5006 -1.6528 -4.8986
C -3.8921 0.8815 -5.0292
C -3.7818 2.1865 -4.3293
C -2.6422 2.2313 -3.3206
C -2.6244 1.0591 -2.2886
C -1.3332 0.9453 -1.5065
C -3.8423 1.1220 -1.2641
N -2.7534 -0.1296 -3.1534
O -2.6529 -1.3280 -2.3650
H -5.9150 -1.0599 -4.2901
H -5.2167 -1.4401 -2.7273
H -5.7882 0.2334 -3.1506
H -2.4126 -1.6575 -5.0102
H -3.7911 -2.5600 -4.3732
H -3.9516 -1.6382 -5.8792
H -3.0052 0.6864 -5.6688
H -4.8364 0.8471 -5.5809
H -3.6535 2.9408 -5.0979
H -4.7653 2.4308 -3.9071
H -2.5020 3.1699 -2.7104
H -1.7031 2.2070 -3.7939
H -1.5717 0.3600 -0.6088
H -1.0246 1.8881 -1.0640
H -0.4967 0.4304 -1.9946
H -3.7943 0.2957 -0.5419
H -4.7123 0.9681 -1.8737
H -3.9986 2.0646 -0.7408
H -3.5180 -1.5143 -2.0040
N 1.9144 -1.3710 2.0926
C 1.5440 -0.5705 1.0169
N 0.3906 0.1891 1.3394
O 2.0814 -0.4909 -0.0844
H 1.4008 -1.3570 2.9524
H 2.6202 -2.0372 1.9457
H 0.3392 0.4838 2.3196
H 0.3089 0.9726 0.6942
N 3.6228 0.8539 3.8804
C 2.3735 1.4959 4.0296
N 2.3302 2.6300 3.4585
O 1.4205 0.9035 4.4592
H 3.7453 -0.1086 4.1361
H 4.5060 1.3666 3.6497
H 1.5356 3.2327 3.1979
H 3.1916 3.0033 3.0743
N 3.2586 -5.5559 -0.0656
C 3.7693 -4.2965 -0.1033
N 2.9816 -3.2633 -0.4811
O 4.9382 -4.0080 0.2889
H 3.7776 -6.2485 0.4517
H 2.3323 -5.6659 -0.3644
H 1.9926 -3.3128 -0.8251
H 3.4273 -2.3736 -0.4109
N -0.4268 -2.3947 4.9602
C 0.8753 -2.7487 5.3517
N 1.6330 -1.7399 5.8424
O 1.2635 -3.9500 5.2998
H -0.8565 -1.5499 5.3109
H -1.0443 -3.1855 4.7998
H 2.5873 -1.9932 6.0716
H 1.4306 -0.7692 5.7095
N 5.9314 -2.9000 2.9218
C 4.7085 -2.9618 3.6531
N 3.8911 -3.9726 3.2717
O 4.3870 -2.0205 4.3399
H 6.1681 -3.7473 2.4283
H 6.6643 -2.2303 3.1931
H 4.2835 -4.6149 2.5723
H 3.1929 -4.3165 3.9443
N -2.0883 4.0797 0.6112
C -2.4823 3.6536 1.8529
N -1.3224 3.2515 2.5773
O -3.5893 3.5187 2.2751
H -1.1346 4.2538 0.3163
H -2.6648 4.8140 0.1465
H -1.3167 2.6780 3.3765
H -0.4365 3.4811 2.2110
N 2.6656 4.4549 -0.4354
C 2.1158 3.2624 -0.0172
N 2.5611 2.1676 -0.7927
O 1.3760 3.1687 0.9224
H 3.2408 4.4958 -1.2960
H 2.7080 5.2034 0.2295
H 3.5672 2.0406 -0.6493
H 2.2412 1.2960 -0.5712
N 5.1713 -0.6478 0.7353
C 5.3879 -0.1539 -0.5042
N 6.0548 -0.9151 -1.4152
O 5.0264 1.0056 -0.8161
H 5.2931 -1.6094 0.9087
H 4.6721 -0.0549 1.3283
H 5.7929 -0.4298 -2.2847
H 6.0552 -1.9395 -1.3414
N -1.2019 -3.8269 -2.6953
C -0.5839 -3.8558 -1.5068
N -0.7713 -2.7350 -0.7694
O 0.1434 -4.8051 -1.2161
H -0.8363 -4.5322 -3.2863
H -1.6139 -2.9983 -3.1222
H -1.4244 -2.0003 -1.0485
H -0.4488 -2.8797 0.1745
*
```

Summary:
lowest unoccupied orbital energy	0.26	eV
energy above the lowest of the compared OMol25 structures with the same formula, charge and spin	0.0	kJ/mol



[4]
Density functional theory data (ωB97M-V/def2-TZVPD) for a gas-phase ion, C5H8NO (charge +1) at a distorted geometry.

ORCA input file:
```
! wB97M-V def2-TZVPD RIJCOSX def2/J DEFGRID3
* xyz 1 1
C -1.1986 0.1287 -1.2665
C -0.4454 0.8429 -0.2609
C 0.6704 0.6911 0.5945
N 1.5347 -0.1406 1.2153
C 1.2185 -1.5163 1.2307
O 2.5005 0.2827 1.8798
C 0.2657 2.0571 0.2469
H -2.1263 -0.1747 -0.7518
H -0.6176 -0.8267 -1.5178
H -1.6571 0.7174 -2.1150
H 0.0876 -1.4832 1.3718
H 1.7054 -2.0129 2.0993
H 1.5014 -2.2988 0.4444
H 0.5532 2.6494 -0.7378
H -0.1706 2.8270 0.9412
*
```

Summary:
lowest unoccupied orbital energy (spin up / spin down)	-6.59 / -6.98	eV
energy above the lowest of the compared OMol25 structures with the same formula, charge and spin	567.8	kJ/mol



- Among the records above, which one has the highest energy above the lowest of the compared OMol25 structures with the same formula, charge and spin?
  C5H8NO



Please write out number 2 again, unchanged.
Density functional theory data (ωB97M-V/def2-TZVPD) for 13 unconnected molecules or ions with the total composition C5H36O13S at a distorted geometry.

ORCA input file:
```
! wB97M-V def2-TZVPD RIJCOSX def2/J DEFGRID3
* xyz 0 1
C 1.2388 -0.1694 -0.5375
O 0.7307 -1.2118 0.2591
C 0.9758 1.2208 0.0307
C -0.3859 1.7140 -0.4340
C -0.8208 3.0042 0.2424
S -2.4088 3.6001 -0.3393
C -3.6191 2.2567 -0.1033
H 0.7326 -0.2881 -1.4972
H 2.3239 -0.2722 -0.6885
H 0.9153 -1.0945 1.2003
H 0.8777 1.1088 1.1218
H 1.8607 1.8512 -0.0107
H -1.1862 0.9944 -0.6211
H -0.2774 1.8895 -1.5262
H -0.1285 3.8356 0.0909
H -0.6935 2.8165 1.3166
H -4.2001 2.2137 -1.0163
H -3.2006 1.2786 0.1199
H -4.1958 2.5911 0.7535
H 0.1791 -3.7130 1.4671
H -0.7054 -2.8550 0.5472
O -0.6901 -3.3106 1.4050
H 2.8970 2.6212 3.1219
H 2.4117 2.6456 1.7269
O 2.4742 3.2221 2.4987
H 3.3850 0.9705 -2.3792
H 3.4926 2.6474 -2.5053
O 3.8401 1.8013 -2.2211
H -2.0175 0.9212 3.5888
H -1.6580 -0.1995 2.6337
O -1.4457 0.7294 2.8349
H 0.3624 -1.3002 2.9691
H 1.4696 -0.5787 3.6741
O 1.3305 -1.2499 2.9806
H 0.0454 -0.3358 -4.2984
H -1.4054 -0.6537 -4.6557
O -0.5702 -1.0794 -4.4440
H -2.7977 -2.0304 2.2059
H -1.5168 -2.4229 2.7450
O -2.2893 -1.8746 3.0144
H -2.5035 -3.1922 -2.0463
H -2.8262 -3.7011 -0.8241
O -2.4127 -2.8725 -1.1279
H 1.1051 2.3765 4.3817
H 0.1660 1.4587 3.5767
O 1.0322 1.4984 3.9974
H 1.2977 -4.0765 -1.8184
H 2.2975 -4.4889 -0.7175
O 1.4387 -4.7034 -1.0822
H 1.1367 2.0120 -4.1175
H 1.2080 1.1004 -3.0014
O 0.9799 1.0717 -3.9327
H 0.5850 -2.6321 -3.5947
H 0.1746 -2.6760 -2.2381
O 0.9906 -2.4690 -2.7258
*
```

Summary:
lowest unoccupied orbital energy	0.00	eV
energy above the lowest of the compared OMol25 structures with the same formula, charge and spin	0.0	kJ/mol



- What is the formula in the third record?
  C36H93N21O12